Run 1
The following is a quantum chemistry calculation of the ion C10H13N2 with charge +1, from OMol25.

Last column: natural (NBO) charge in e.
Element x y z (Å)
H: -4.483 -0.845 -0.860  0.390
N: -3.484 -0.867 -0.509  -0.586
C: -2.785 0.126 -0.377  0.433
N: -3.426 1.559 -0.275  -0.758
C: -1.313 0.120 -0.098  -0.395
C: -0.182 -0.683 0.029  0.229
C: -0.459 -2.161 -0.114  -0.674
C: 1.176 -0.214 0.205  -0.151
C: 1.467 1.024 0.764  -0.170
C: 2.771 1.516 0.920  -0.183
C: 3.815 0.698 0.384  -0.172
C: 3.520 -0.486 -0.169  -0.207
C: 2.225 -0.964 -0.277  -0.145
H: -3.805 1.879 -1.147  0.448
H: -2.841 2.314 0.225  0.464
H: -4.214 1.475 0.403  0.450
H: -0.931 1.120 -0.204  0.186
H: -1.414 -2.332 -0.527  0.241
H: -0.644 -2.715 0.744  0.254
H: 0.353 -2.590 -0.799  0.229
H: 0.642 1.700 0.969  0.201
H: 2.993 2.407 1.454  0.229
H: 4.777 1.207 0.323  0.234
H: 4.239 -1.292 -0.470  0.235
H: 2.005 -1.996 -0.594  0.219

SMILES string = [H]/N=C([NH3+])/C=C(\C)c1ccccc1
2S+1 = 1
HOMO-LUMO gap = 7.96 eV
net charge = +1

---

Run 2
The following is a quantum chemistry calculation of the ion C10H13N2 with charge +1, from OMol25.

Last column: natural (NBO) charge in e.
Element x y z (Å)
C: 2.211 0.062 -0.432  -0.649
C: 0.861 0.439 0.256  0.282
C: -0.257 -0.091 -0.684  -0.113
C: -0.173 -1.421 -1.011  -0.181
C: -1.206 -1.900 -1.825  -0.193
C: -2.235 -1.049 -2.159  -0.199
C: -2.289 0.294 -1.866  -0.159
C: -1.203 0.870 -1.106  -0.188
N: 0.708 1.833 0.552  -0.348
C: 0.381 1.905 1.803  0.121
C: 0.345 0.685 2.668  -0.324
N: 0.831 -0.346 1.679  -0.567
H: 3.145 0.089 0.157  0.225
H: 2.298 0.659 -1.354  0.269
H: 2.285 -0.966 -0.634  0.224
H: 0.609 -1.996 -0.489  0.198
H: -1.418 -2.883 -2.147  0.236
H: -3.090 -1.393 -2.646  0.225
H: -3.154 0.866 -2.162  0.233
H: -1.080 1.854 -0.862  0.236
H: 0.174 2.840 2.125  0.217
H: 1.041 0.855 3.575  0.272
H: -0.731 0.626 3.058  0.277
H: 1.783 -0.729 1.963  0.454
H: 0.164 -1.103 1.541  0.454

SMILES string = C[C@]1(c2ccccc2)N=CC[NH2+]1
2S+1 = 1
HOMO-LUMO gap = 9.64 eV
net charge = +1

---

Run 3
The following is a quantum chemistry calculation of the ion C10H13N2 with charge +1, from OMol25.

Last column: natural (NBO) charge in e.
Element x y z (Å)
C: -1.233 1.212 2.587  -0.253
C: -0.060 1.525 3.318  -0.052
C: -1.089 0.563 1.374  -0.073
C: 1.212 1.176 2.975  -0.258
C: 0.269 0.170 0.956  -0.268
C: 1.399 0.623 1.704  0.211
C: 0.496 -0.672 -0.081  0.287
C: 2.708 0.591 1.079  -0.691
C: -2.164 -1.818 -2.419  -0.482
C: 0.257 -0.533 -2.264  -0.423
N: -1.501 -1.763 -1.109  -0.111
N: -0.420 -1.034 -0.970  -0.102
H: -2.295 1.654 2.839  0.264
H: -0.029 2.026 4.269  0.244
H: -1.842 0.414 0.605  0.231
H: 2.181 1.662 3.249  0.248
H: 2.733 0.451 -0.029  0.240
H: 3.252 1.525 1.240  0.253
H: 3.365 -0.237 1.348  0.274
H: -1.710 -1.075 -3.100  0.210
H: -2.223 -2.906 -2.734  0.261
H: -3.187 -1.512 -2.002  0.264
H: -0.389 0.222 -2.691  0.227
H: 0.460 -1.360 -2.848  0.244
H: 1.150 -0.001 -2.077  0.253

2S+1 = 1
HOMO-LUMO gap (alpha / beta) = 7.24 / 7.30 eV
net charge = +1

---

Which one is most stable, and which one is least stable? run 2 is the most stable of them, while run 3 is the least stable.

---

Run 1
The following is a quantum chemistry calculation of the ion C5H8NO with charge +1, from OMol25.

Last column: natural (NBO) charge in e.
Element x y z (Å)
C: -2.227 -0.400 -0.031  0.002
C: -0.533 -1.964 0.020  0.433
C: -1.542 0.679 -0.024  0.428
C: -0.789 1.911 0.032  -0.769
C: 1.700 -1.092 -0.022  -0.467
N: 0.317 -1.035 -0.072  -0.407
O: -1.812 -1.698 0.045  -0.402
H: -3.367 -0.231 -0.268  0.320
H: -0.185 -2.960 0.045  0.216
H: -0.203 1.794 0.949  0.315
H: -0.480 2.271 -0.979  0.304
H: -1.580 2.787 0.143  0.333
H: 2.137 -1.643 -0.800  0.232
H: 2.245 -0.166 -0.192  0.236
H: 2.103 -1.607 0.957  0.228

2S+1 = 1
HOMO-LUMO gap (alpha / beta) = 8.48 / 8.48 eV
net charge = +1

---

Run 2
The following is a quantum chemistry calculation of the ion C5H8NO with charge +1, from OMol25.

Last column: natural (NBO) charge in e.
Element x y z (Å)
C: 0.619 0.440 -1.207  -0.106
C: 0.630 -1.844 2.069  -0.044
C: -0.200 1.704 -1.531  -0.217
C: -0.385 -1.963 1.214  -0.175
C: -0.981 2.236 -0.615  -0.356
N: -0.251 -1.315 0.052  0.198
O: 0.571 -0.316 -0.024  -0.188
H: 1.638 0.683 -1.281  0.228
H: 0.329 -0.286 -1.869  0.209
H: 0.601 -2.344 3.080  0.252
H: 1.475 -1.171 1.909  0.239
H: 0.079 2.249 -2.452  0.255
H: -1.149 -2.803 1.163  0.288
H: -1.407 1.603 0.218  0.188
H: -1.568 3.124 -0.724  0.230

2S+1 = 1
HOMO-LUMO gap = 6.43 eV
net charge = +1

---

Which one is most stable, and which one is least stable? run 1 is the most stable of them, while run 2 is the least stable.

---

Run 1
The following is a quantum chemistry calculation of the ion C5H8NO with charge +1, from OMol25.

Last column: natural (NBO) charge in e.
Element x y z (Å)
C: -2.375 -0.721 -0.716  -0.373
C: -1.575 -0.243 0.212  0.076
O: -1.048 1.105 0.231  -0.474
C: 0.279 1.251 0.112  0.275
C: 1.074 0.513 -0.970  -0.266
N: 1.266 0.203 0.399  -0.261
C: 1.680 -0.553 1.292  0.144
H: -2.775 -0.201 -1.532  0.231
H: -2.666 -1.664 -0.597  0.219
H: -1.112 -0.843 1.033  0.178
H: 0.593 2.411 0.265  0.268
H: 1.915 1.035 -1.314  0.251
H: 0.744 -0.395 -1.574  0.273
H: 1.588 -0.562 2.312  0.237
H: 2.412 -1.335 0.848  0.220

SMILES string = C=CO[C@@H]1C[N+]1=C
2S+1 = 1
HOMO-LUMO gap = 9.00 eV
net charge = +1

---

Run 2
The following is a quantum chemistry calculation of a structure of composition C5H8NO, from OMol25.

Last column: natural (NBO) charge in e.
Element x y z (Å)
C: 2.766 -0.257 0.317  -0.081
C: 0.674 1.144 0.863  -0.012
C: 2.314 0.760 -0.107  -0.261
C: -0.676 -0.723 -0.059  0.729
C: -2.167 -0.976 -0.085  -0.694
N: -0.241 0.526 0.115  -0.483
O: 0.160 -1.573 -0.599  -0.603
H: 3.200 -1.098 0.768  0.271
H: 1.159 -1.319 -0.611  0.530
H: 0.854 2.151 0.590  0.236
H: 0.864 0.902 1.986  0.249
H: 2.320 1.502 -0.863  0.297
H: -2.458 0.028 -0.326  0.269
H: -2.597 -1.705 -0.753  0.277
H: -2.502 -1.052 1.027  0.276

2S+1 = 1
HOMO-LUMO gap (alpha / beta) = 9.46 / 9.46 eV
net charge = +1

---

Run 3
The following is a quantum chemistry calculation of the ion C5H8NO with charge +1, from OMol25.

Last column: natural (NBO) charge in e.
Element x y z (Å)
C: -1.386 -0.193 1.809  -0.637
C: -0.115 -0.284 0.964  -0.402
C: -0.518 0.134 -0.433  -0.543
C: 0.601 0.264 -1.367  0.336
C: 1.351 0.377 -2.544  0.058
N: 2.031 0.260 -1.314  0.277
O: 3.031 0.150 -0.789  -0.161
H: -2.289 -0.255 1.203  0.217
H: -1.494 0.663 2.471  0.243
H: -1.221 -0.905 2.601  0.247
H: 0.765 0.353 1.258  0.219
H: 0.350 -1.305 1.019  0.229
H: -1.234 -0.642 -0.878  0.296
H: -1.309 1.000 -0.369  0.321
H: 1.437 0.382 -3.632  0.300

SMILES string = CCCc1c[n+]1=O
2S+1 = 1
HOMO-LUMO gap = 10.08 eV
net charge = +1

---

Which one is most stable, and which one is least stable? run 1 is the most stable of them, while run 3 is the least stable.

---

Run 1
The following is a quantum chemistry calculation of a cluster of 2 separate species, CH3N2O2S in total, from OMol25.

Last column: natural (NBO) charge in e.
Element x y z (Å)
C: 0.448 1.824 1.060  -0.240
N: 0.721 -1.767 3.065  -0.083
N: 0.850 -1.811 1.923  0.403
O: 0.704 -2.088 0.763  -0.321
O: -0.491 2.348 0.091  -0.717
S: 0.142 2.708 -1.479  -0.481
H: 0.844 0.880 1.190  0.136
H: 1.317 2.609 1.173  0.150
H: -0.212 1.958 1.948  0.153

2S+1 = 1
HOMO-LUMO gap = 4.76 eV
net charge = -1

---

Run 2
The following is a quantum chemistry calculation of the ion CH3N2O2S with charge -1, from OMol25.

Last column: natural (NBO) charge in e.
Element x y z (Å)
N: -1.796 0.589 -0.941  -0.656
N: -1.167 -0.006 0.000  -0.189
C: 0.026 -0.064 0.596  -0.359
S: 1.671 0.232 -0.194  1.452
O: 2.636 0.635 0.885  -1.037
O: 1.930 -1.208 -0.605  -1.043
H: -1.195 1.187 -1.512  0.303
H: -1.943 -0.592 0.462  0.367
H: -0.161 -0.776 1.309  0.164

SMILES string = [NH-]NC=S(=O)=O
2S+1 = 1
HOMO-LUMO gap = 7.61 eV
net charge = -1

---

Which one is most stable, and which one is least stable? run 2 is the most stable of them, while run 1 is the least stable.

---

Run 1
The following is a quantum chemistry calculation of the molecule C25H35N5O3, from OMol25.

Last column: natural (NBO) charge in e.
Element x y z (Å)
C: -7.470 -2.016 2.474  -0.619
C: -7.685 -1.454 1.066  -0.203
N: -6.580 -1.731 0.179  -0.456
C: -6.662 -2.963 -0.571  -0.203
C: -7.354 -2.786 -1.925  -0.618
C: -5.510 -0.877 0.061  0.260
C: -5.325 0.199 0.942  -0.295
C: -4.257 1.063 0.824  -0.225
C: -3.311 0.885 -0.179  0.170
N: -2.206 1.728 -0.351  -0.628
C: -1.797 2.773 0.398  0.662
O: -2.346 3.211 1.387  -0.619
C: -0.524 3.418 -0.168  -0.317
N: 0.301 2.442 -0.859  -0.461
C: 1.006 1.543 0.042  -0.231
C: 2.237 2.180 0.692  -0.251
N: 3.137 2.673 -0.342  -0.465
C: 4.384 3.155 0.222  -0.308
C: 5.299 1.999 0.636  0.670
O: 6.125 2.111 1.514  -0.611
N: 5.078 0.899 -0.122  -0.614
C: 5.692 -0.356 -0.072  0.105
C: 6.751 -0.644 0.779  -0.170
C: 7.325 -1.903 0.784  -0.307
C: 6.852 -2.898 -0.063  0.284
O: 7.345 -4.167 -0.139  -0.494
C: 8.418 -4.520 0.699  -0.251
C: 5.787 -2.607 -0.918  -0.243
C: 5.215 -1.355 -0.921  -0.214
C: 2.454 3.662 -1.160  -0.238
C: 1.237 3.002 -1.816  -0.216
C: -3.475 -0.180 -1.059  -0.223
C: -4.548 -1.037 -0.948  -0.301
H: -6.577 -1.590 2.923  0.211
H: -8.325 -1.786 3.104  0.209
H: -7.348 -3.097 2.436  0.204
H: -7.851 -0.375 1.115  0.201
H: -8.585 -1.901 0.635  0.194
H: -5.659 -3.372 -0.712  0.199
H: -7.225 -3.686 0.027  0.195
H: -7.395 -3.737 -2.452  0.208
H: -8.369 -2.422 -1.787  0.205
H: -6.817 -2.067 -2.538  0.209
H: -6.018 0.373 1.747  0.210
H: -4.145 1.879 1.518  0.251
H: -1.584 1.494 -1.119  0.419
H: -0.846 4.176 -0.888  0.222
H: -0.023 3.938 0.659  0.200
H: 0.315 1.203 0.815  0.217
H: 1.325 0.677 -0.547  0.199
H: 2.762 1.431 1.288  0.219
H: 1.928 2.994 1.369  0.175
H: 4.921 3.727 -0.542  0.223
H: 4.242 3.814 1.093  0.203
H: 4.311 1.000 -0.780  0.422
H: 7.123 0.121 1.440  0.246
H: 8.146 -2.091 1.458  0.219
H: 8.640 -5.561 0.472  0.199
H: 9.304 -3.909 0.497  0.175
H: 8.149 -4.430 1.757  0.175
H: 5.425 -3.385 -1.571  0.224
H: 4.391 -1.142 -1.588  0.205
H: 3.140 4.010 -1.936  0.208
H: 2.134 4.535 -0.566  0.169
H: 0.715 3.723 -2.448  0.205
H: 1.586 2.177 -2.446  0.198
H: -2.752 -0.335 -1.849  0.202
H: -4.633 -1.834 -1.669  0.209

SMILES string = CCN(CC)c1ccc(NC(=O)CN2CCN(CC(=O)Nc3ccc(OC)cc3)CC2)cc1
2S+1 = 1
HOMO-LUMO gap = 7.63 eV
net charge = 0

---

Run 2
The following is a quantum chemistry calculation of the molecule C25H35N5O3, from OMol25.

Last column: natural (NBO) charge in e.
Element x y z (Å)
C: -2.234 -1.110 -2.103  -0.644
C: -1.688 -2.387 -2.741  -0.054
O: -0.592 -2.948 -2.054  -0.552
C: -0.925 -3.603 -0.850  -0.089
C: 0.354 -4.124 -0.172  -0.218
N: 1.307 -3.137 0.283  -0.459
C: 0.734 -2.127 1.157  -0.253
C: 1.851 -1.279 1.768  -0.217
N: 2.755 -0.719 0.783  -0.460
C: 2.669 0.590 0.367  0.426
C: 3.794 1.342 0.049  -0.102
C: 5.176 0.827 0.356  -0.427
C: 5.554 1.195 1.794  -0.595
C: 3.620 2.663 -0.436  0.252
C: 4.783 3.514 -0.843  -0.651
N: 2.443 3.227 -0.566  -0.458
C: 1.372 2.535 -0.197  0.330
C: 0.020 2.841 -0.203  -0.355
C: -0.621 1.689 0.268  0.136
C: -2.045 1.441 0.442  0.061
C: -2.984 2.278 -0.165  -0.351
C: -4.334 2.011 -0.016  0.338
O: -5.341 2.754 -0.562  -0.495
C: -4.999 3.884 -1.326  -0.252
C: -4.758 0.911 0.734  -0.356
C: -3.825 0.083 1.335  0.330
O: -4.134 -1.020 2.077  -0.493
C: -5.491 -1.330 2.282  -0.252
C: -2.466 0.354 1.191  -0.289
N: 0.264 0.726 0.548  -0.328
N: 1.462 1.224 0.272  -0.176
C: 3.233 -1.729 -0.142  -0.216
C: 2.057 -2.485 -0.772  -0.224
H: -2.961 -0.653 -2.768  0.213
H: -2.720 -1.312 -1.151  0.210
H: -1.425 -0.405 -1.928  0.216
H: -2.492 -3.133 -2.836  0.156
H: -1.301 -2.163 -3.739  0.183
H: -1.587 -4.459 -1.062  0.166
H: -1.457 -2.927 -0.169  0.170
H: 0.873 -4.785 -0.870  0.200
H: 0.046 -4.711 0.700  0.197
H: 0.185 -2.626 1.959  0.198
H: 0.057 -1.452 0.616  0.212
H: 1.417 -0.473 2.359  0.224
H: 2.463 -1.913 2.420  0.197
H: 5.900 1.261 -0.334  0.212
H: 5.226 -0.254 0.260  0.218
H: 6.565 0.862 2.016  0.208
H: 5.501 2.270 1.949  0.201
H: 4.870 0.716 2.491  0.210
H: 5.468 3.667 -0.013  0.219
H: 5.332 3.049 -1.661  0.220
H: 4.405 4.477 -1.174  0.241
H: -0.411 3.777 -0.486  0.231
H: -2.641 3.111 -0.753  0.221
H: -4.407 3.610 -2.206  0.177
H: -5.944 4.318 -1.649  0.200
H: -4.447 4.619 -0.732  0.177
H: -5.820 0.747 0.815  0.229
H: -5.499 -2.223 2.905  0.200
H: -6.002 -1.542 1.338  0.176
H: -6.013 -0.521 2.802  0.177
H: -1.745 -0.288 1.667  0.234
H: 3.819 -1.263 -0.934  0.211
H: 3.856 -2.439 0.412  0.198
H: 2.441 -3.246 -1.454  0.203
H: 1.438 -1.782 -1.350  0.188

SMILES string = CCOCCN1CCN(c2c(CC)c(C)nc3cc(-c4cc(OC)cc(OC)c4)nn23)CC1
2S+1 = 1
HOMO-LUMO gap = 8.44 eV
net charge = 0

---

Which one is most stable, and which one is least stable? run 1 is the most stable of them, while run 2 is the least stable.